The following is a quantum chemistry calculation of a cluster of 14 separate species, H29O14 in total, from OMol25.

Last column: Mulliken charge in e.
CARTESIAN COORDINATES (ANGSTROEM)
O -0.7407 0.1800 4.2491  -0.676
H -3.3186 -0.7082 -3.6666  0.287
O -2.2512 -0.7588 1.9125  -0.545
H 1.5891 1.0658 -3.3400  0.319
H -2.9968 -1.2383 2.2964  0.254
O -2.4999 1.9765 0.5119  -0.749
H -1.3385 4.7020 -0.3667  0.315
H -3.3035 2.1582 0.0185  0.283
O 0.8169 1.5520 -3.6476  -0.660
H -0.0330 1.4905 -1.5201  0.230
H 0.1047 0.9022 -3.6711  0.332
O 0.5845 -1.6801 2.7471  -0.682
H -0.2933 -1.3533 2.4891  0.358
H 0.7786 -0.9377 3.3439  0.416
O 3.6176 0.2283 0.0882  -0.680
H 3.3389 3.3130 0.4626  0.290
H -1.5925 3.6074 0.6811  0.369
O 3.2032 2.8187 -0.3497  -0.539
H 3.4741 3.3747 -1.0664  0.289
H -2.4070 0.1485 2.0892  0.272
O -2.6549 -1.1704 -3.1729  -0.563
H -2.4581 -1.8379 -3.8461  0.304
H 1.8336 -2.1089 0.2998  0.521
O -0.5683 1.6827 -0.7411  -0.598
H -1.3275 -0.3308 3.6827  0.378
H -1.0191 1.0537 3.9352  0.339
O 0.8967 -3.9993 -1.4569  -0.600
H -0.3106 -1.3499 -0.4494  0.308
H -1.8545 1.5847 -0.0921  0.441
O -0.9265 4.1935 0.3383  -0.679
H 2.8343 -1.2266 1.0211  0.477
H 1.6143 -1.7569 1.7769  0.449
O -1.5731 -2.2992 -0.7093  -0.550
H -0.0957 2.4583 -0.4029  0.363
H -1.6703 -3.0012 -1.3501  0.246
O 0.4055 -0.8926 0.0676  -0.579
H -2.2087 -2.2566 0.0064  0.207
H 0.0141 -0.0161 0.1491  0.257
O 2.3994 -2.1052 1.1130  -0.432
H 1.0000 -4.4526 -0.6157  0.317
H 4.3142 0.5465 -0.4984  0.346
H 1.7335 -4.1650 -1.8986  0.297
H 2.8888 0.6084 -0.4180  0.268

Net charge = +1
Lowest unoccupied orbital energy = -2.6190 eV
Gap between HOMO and LUMO = 11.06 eV
Total energy = -1070.50424 hartree
Relative energy (zero: lowest compared OMol25 entry of this formula, charge and spin) = 62.6 kcal per mole
HOMO level = -0.5027 Ha

---

The following is a quantum chemistry calculation of the ion C6H11N3O with charge +2, from OMol25.

Last column: Mulliken charge in e.
CARTESIAN COORDINATES (ANGSTROEM)
C 3.5192 -0.7221 0.1963  -0.617
N 2.2755 -0.0569 0.1562  0.071
C 1.9717 1.2701 0.0962  0.339
N 0.8688 1.7072 0.0322  -0.140
C 0.0440 0.2720 0.0870  -0.310
C -1.3806 0.1393 0.2927  1.326
C -1.7690 -0.7506 -0.9768  -1.232
C -2.1656 1.4313 0.1456  -1.329
O -1.6007 -0.7125 1.3502  -0.449
N 0.9950 -0.6149 0.1221  0.056
H 4.2485 -0.1208 0.6599  0.357
H 3.5315 -1.7939 0.3276  0.319
H 3.9634 -0.8334 -0.9003  0.373
H -1.5905 -1.7506 -0.8442  0.491
H -1.4159 -0.4999 -2.0400  0.352
H -2.8851 -0.6445 -0.8809  0.357
H -2.0887 2.3144 0.9339  0.365
H -3.1975 1.3048 -0.0462  0.424
H -1.7665 2.0037 -0.7007  0.461
H -2.3616 -0.3005 1.8386  0.453
H 0.8040 -1.6422 0.1505  0.333

Net charge = +2
Lowest unoccupied orbital energy (alpha / beta) = -12.0116 / -13.8172 eV
Gap between HOMO and LUMO (alpha / beta) = 7.70 / 5.45 eV
Total energy = -473.76348 hartree
SMILES = Cn1c#[n+]c(C(C)(C)O)[nH+]1
Relative energy (zero: lowest compared OMol25 entry of this formula, charge and spin) = 200.9 kcal per mole
HOMO level (alpha / beta) = -0.7245 / -0.7082 Ha